P | Density functional theory data (the ωB97M-V functional and the def2-TZVPD basis) for a cluster of 7 separate species, C10H35NO7 in total.

CARTESIAN COORDINATES (ANGSTROEM)
O  4.404  -1.814  -4.962
O  0.630  0.508  -1.901
C  4.356  -0.813  4.574
H  -1.870  -4.912  -4.287
C  -1.314  1.239  -0.653
H  -2.719  -5.784  -6.574
H  6.133  -0.240  7.147
C  -2.534  -5.772  -4.368
H  -1.263  0.699  -2.717
H  -7.813  5.241  -1.435
C  -0.607  1.198  -2.004
C  8.327  0.609  4.826
H  -8.518  6.808  -1.280
O  3.960  3.920  1.703
C  -8.215  6.068  -2.020
H  -0.720  1.776  0.086
H  -4.045  -5.334  -3.254
O  -6.077  -3.247  -0.432
H  8.144  0.071  3.896
H  -10.836  4.521  -2.507
H  -2.313  1.676  -0.620
C  5.775  -0.910  4.948
H  9.381  0.747  5.068
C  -3.366  -5.568  -5.724
H  3.498  4.616  2.170
H  4.239  -1.287  3.599
O  7.766  -0.057  5.934
H  3.680  -1.626  -4.366
C  6.311  -0.010  6.097
H  -8.990  4.814  -3.428
H  -1.717  -6.479  -4.515
H  -1.388  0.169  -0.460
O  -10.275  5.073  -1.958
H  7.106  -2.214  5.281
H  5.051  -2.265  -4.419
H  1.136  1.008  -1.256
H  -6.247  -2.306  -0.405
H  6.284  -0.664  4.016
H  3.849  0.152  4.565
H  4.866  3.990  2.003
H  7.884  1.580  4.604
N  6.101  -2.299  5.224
H  -3.673  -4.546  -5.947
H  5.788  -2.907  4.481
C  -9.383  5.623  -2.812
H  3.883  -1.523  5.252
H  -7.462  6.550  -2.645
H  -5.507  -3.410  0.319
H  -4.102  -6.364  -5.830
H  -0.424  2.227  -2.315
H  -9.833  6.399  -3.431
O  -3.317  -5.960  -3.266
H  5.978  1.024  5.998

Values from the calculation:
- Structure (SMILES): COC[C@H](C)N.CCO.CCO.CCO.O.O.O
- LUMO energy: 0.36 eV
- 2S+1: 1
- Orbital gap: 9.554 eV
- Total charge: 0

---

Q | Density functional theory data (the ωB97M-V functional and the def2-TZVPD basis) for a cluster of 7 separate species, C10H35NO7 in total.

CARTESIAN COORDINATES (ANGSTROEM)
H  -1.358  1.037  7.007
H  5.910  7.002  1.001
H  4.364  3.748  -5.213
O  3.558  1.254  1.859
H  -6.420  -5.981  -3.190
C  4.778  4.563  -5.806
H  4.244  4.473  -6.753
C  -2.123  1.649  6.530
H  1.883  0.235  1.336
O  -1.082  6.273  -4.308
H  -3.779  -4.484  -1.573
H  3.645  2.197  2.016
H  -1.357  3.312  7.139
O  6.940  0.000  6.168
H  -8.158  -9.360  -2.421
C  -1.178  4.898  -4.261
H  7.584  0.630  7.920
H  6.634  0.378  5.340
H  -5.092  -8.925  -3.366
H  6.556  6.026  3.146
H  -5.586  -9.872  -2.057
H  5.802  5.425  0.426
O  5.919  5.650  2.535
H  -6.870  -8.037  -0.949
H  -2.168  4.473  -4.431
O  -5.087  -6.080  -1.755
H  6.889  1.895  7.022
H  -1.253  6.498  -5.225
H  5.803  4.297  -6.062
C  -6.479  -6.363  -2.171
O  -2.089  3.076  6.565
O  4.617  5.892  -5.195
C  6.721  0.853  7.293
C  2.442  1.131  1.066
H  1.766  1.963  1.265
H  -4.567  -4.816  -3.190
H  -0.854  4.589  -3.267
H  -4.593  -8.637  -1.719
H  -3.060  1.247  6.915
H  -0.646  4.467  -5.109
H  3.733  5.855  -4.822
H  7.348  5.743  0.985
H  5.740  0.871  7.768
H  -5.374  -3.940  -1.945
H  -2.070  1.397  5.471
N  -7.904  -8.417  -2.679
H  -8.647  -7.753  -2.515
H  -7.214  -5.881  -1.526
C  -4.686  -4.769  -2.107
C  -5.464  -8.829  -2.346
H  2.674  1.014  0.008
C  -6.704  -7.872  -2.014
C  6.311  6.007  1.194

Values from the calculation:
- Structure (SMILES): COC[C@H](C)N.CO.CO.CO.CO.CO.CO
- LUMO energy: 0.35 eV
- 2S+1: 1
- Orbital gap: 9.447 eV
- Total charge: 0

---

Question: which arrangement is favored energetically? Ranking from most to least stable: P, Q.

---

P | Density functional theory data (the ωB97M-V functional and the def2-TZVPD basis) for a cluster of 2 separate species, C2H6NO2 in total.

CARTESIAN COORDINATES (ANGSTROEM)
H  -1.813  -1.223  -1.999
C  -0.787  -1.147  -1.631
O  -0.566  0.254  -1.504
O  0.345  2.541  1.622
C  0.758  1.394  1.827
H  1.292  1.187  2.786
H  -0.736  -1.653  -0.671
H  0.885  -0.542  1.465
H  -0.024  0.405  -0.677
H  0.017  -1.561  -2.252
N  0.629  0.344  1.033

Values from the calculation:
- LUMO energy: 4.23 eV
- 2S+1: 1
- Orbital gap: 7.893 eV
- Total charge: -1

---

Q | Density functional theory data (the ωB97M-V functional and the def2-TZVPD basis) for a cluster of 2 separate species, C2H6NO2 in total.

CARTESIAN COORDINATES (ANGSTROEM)
O  -3.478  -0.476  0.504
C  2.052  0.306  -0.092
H  1.850  0.957  0.760
O  1.071  0.346  -1.089
H  3.028  0.571  -0.517
H  0.189  0.274  -0.582
N  -1.226  0.079  0.293
H  -1.160  0.542  1.193
H  -2.170  -1.319  -0.790
H  2.181  -0.714  0.307
C  -2.338  -0.566  0.013

Values from the calculation:
- LUMO energy: 4.16 eV
- 2S+1: 1
- Orbital gap: 7.961 eV
- Total charge: -1

---

Question: which arrangement is favored energetically? Ranking from most to least stable: Q, P.

---

P | Density functional theory data (the ωB97M-V functional and the def2-TZVPD basis) for an isolated molecule of C3H7N3Si.

CARTESIAN COORDINATES (ANGSTROEM)
C  -1.243  -0.933  -0.402
H  1.923  -0.869  -1.089
C  2.037  -0.708  0.008
C  -2.686  0.586  -0.054
H  1.684  2.111  -0.290
H  -0.575  -1.825  -0.622
H  1.342  0.703  1.865
N  -0.515  0.598  -0.062
H  -3.687  0.915  -0.137
H  3.112  -0.560  0.303
H  1.549  -1.595  0.419
Si  1.110  0.912  0.371
N  -1.587  1.321  0.140
N  -2.464  -0.657  -0.450

Values from the calculation:
- Structure (SMILES): C[SiH2]n1cncn1
- LUMO energy: 0.72 eV
- 2S+1: 1
- Orbital gap: 9.945 eV
- Total charge: 0

---

Q | Density functional theory data (the ωB97M-V functional and the def2-TZVPD basis) for an isolated molecule of C3H7N3Si.

CARTESIAN COORDINATES (ANGSTROEM)
N  1.136  -0.560  -0.977
C  2.384  -0.675  -0.509
N  1.337  0.770  0.751
C  2.468  0.136  0.624
H  -1.476  1.832  0.396
H  -1.652  1.357  -1.968
H  -2.346  -0.374  1.341
Si  -1.324  0.741  -0.579
H  3.149  0.408  1.409
H  -1.758  -1.568  0.241
C  -2.347  -0.632  0.314
H  -3.318  -0.568  -0.053
H  3.231  -1.233  -0.792
N  0.516  0.365  -0.201

Values from the calculation:
- Structure (SMILES): C[SiH2]n1nccn1
- LUMO energy: 0.86 eV
- 2S+1: 1
- Orbital gap: 10.713 eV
- Total charge: 0

---

Question: which arrangement is favored energetically? Ranking from most to least stable: Q, P.

---

P | Density functional theory data (the ωB97M-V functional and the def2-TZVPD basis) for a structure of composition C11H18N3OPtSSe2SiTe2.

CARTESIAN COORDINATES (ANGSTROEM)
C  -5.195  -0.645  -0.263
H  0.483  -1.646  -2.602
H  -4.356  -0.288  2.973
H  -0.513  0.468  -4.778
H  0.451  -0.666  -1.156
N  -3.930  0.949  1.384
H  4.919  1.879  -0.732
H  3.620  0.456  3.079
C  -4.502  -0.136  1.914
C  2.062  0.692  0.252
Pt  -0.954  1.620  -0.101
S  -3.162  2.675  -0.458
C  0.897  1.037  0.128
H  -5.645  -1.885  1.460
C  -3.955  1.239  0.052
H  4.713  2.422  0.934
H  -2.116  -0.034  -4.239
N  0.192  -0.810  -2.131
Te  -0.010  0.430  3.533
H  -3.259  1.501  1.936
O  -1.163  1.007  -2.142
H  4.886  -0.716  2.661
N  -4.627  0.429  -0.779
Si  3.748  0.161  0.627
C  4.215  -1.289  -0.476
H  -5.700  -1.294  -0.972
H  3.170  -1.179  2.620
C  -0.662  0.024  -2.709
H  4.191  -0.996  -1.528
C  -5.195  -0.978  1.091
C  4.961  1.560  0.312
H  5.987  1.255  0.538
H  -0.827  -1.249  -4.457
H  5.217  -1.661  -0.247
C  -1.052  -0.232  -4.139
Se  -1.481  -2.268  0.883
C  3.877  -0.373  2.416
H  3.507  -2.109  -0.337
Te  -1.737  -1.655  3.265
Se  -1.051  2.305  2.188

Values from the calculation:
- LUMO energy: 2.38 eV
- 2S+1: 1
- Orbital gap: 5.759 eV
- Total charge: -1

---

Q | Density functional theory data (the ωB97M-V functional and the def2-TZVPD basis) for a structure of composition C11H18N3OPtSSe2SiTe2.

CARTESIAN COORDINATES (ANGSTROEM)
H  0.111  4.153  -2.798
C  2.052  -3.702  -1.766
Se  0.622  2.937  1.754
C  2.400  -4.192  1.243
O  -3.846  0.630  1.096
H  3.190  -4.908  1.003
N  0.400  0.863  -1.118
S  -2.140  0.217  -1.497
C  0.702  -1.932  0.266
H  -5.143  2.330  -0.908
Si  2.199  -2.884  -0.082
N  -0.863  2.436  -2.282
H  1.464  -4.738  1.373
C  0.207  3.216  -2.258
H  -6.046  1.577  0.415
C  -0.375  -1.416  0.529
C  3.728  -1.794  -0.104
N  -3.000  2.717  0.919
H  2.959  -4.256  -2.022
H  -5.539  3.285  0.536
H  1.207  -4.393  -1.786
H  -2.062  2.442  1.233
H  3.973  -1.438  0.898
H  3.583  -0.920  -0.743
Te  0.223  -0.498  4.079
Se  -2.045  -1.042  3.163
H  2.639  -3.720  2.198
H  2.287  1.310  -0.428
C  1.388  2.922  -1.585
H  1.882  -2.950  -2.540
Te  0.322  2.224  4.115
Pt  -1.985  -0.428  0.826
H  -3.103  3.641  0.539
H  4.585  -2.352  -0.492
C  1.444  1.687  -0.987
H  2.204  3.622  -1.509
C  -3.965  1.822  0.765
H  0.400  -0.021  -0.576
C  -0.792  1.257  -1.648
C  -5.266  2.294  0.176

Values from the calculation:
- LUMO energy: 2.23 eV
- 2S+1: 1
- Orbital gap: 5.699 eV
- Total charge: -1

---

Question: which arrangement is favored energetically? Ranking from most to least stable: Q, P.